No. 1
Entry from the OMol25 dataset: an isolated molecule of C4H6N2O2 (the ωB97M-V functional and the def2-TZVPD basis).

```
14
C4H6N2O2 the ωB97M-V functional and the def2-TZVPD basis
C 2.19 0.19 0.98
C 1.97 -0.51 -0.39
N 0.47 -0.28 -0.68
N 0.23 0.88 -0.56
C -0.90 1.24 -0.09
C -1.50 -0.07 0.13
O -2.63 -0.43 0.46
O -0.56 -0.97 -0.14
H 3.16 -0.04 1.35
H 1.56 -0.16 1.66
H 1.94 1.39 0.64
H 2.52 0.04 -1.15
H 2.21 -1.60 -0.17
H -1.40 2.28 0.07
```

Computed properties:
* maximum force: 10.66 eV/A
* energy: -415.85191 a.u.
* SMILES string: CCn1ncc(=O)o1
* highest occupied orbital energy: -0.33671 hartree

No. 2
Entry from the OMol25 dataset: C52H41F4NO2P2Pd as an isolated structure (the ωB97M-V functional and the def2-TZVPD basis).

```
103
C52H41F4NO2P2Pd the ωB97M-V functional and the def2-TZVPD basis
C -0.33 0.74 -0.47
N -0.33 -0.49 -1.01
O 0.63 -1.30 -0.78
O -1.31 -0.84 -1.75
H -1.12 1.41 -0.77
H 0.56 1.05 0.06
F -1.44 0.46 11.07
C -1.48 1.61 10.30
C -1.55 2.84 10.96
C -1.55 3.97 10.14
F -1.52 5.21 10.75
C -1.53 3.91 8.76
C -1.34 2.66 8.13
C -1.11 2.61 6.67
C -0.91 1.37 5.98
C -1.25 1.09 4.64
C -1.99 1.98 3.82
C -1.63 2.17 2.46
C -2.19 3.22 1.75
F -1.76 3.46 0.45
C -3.20 4.05 2.25
C -3.61 3.78 3.56
F -4.62 4.55 4.11
C -3.08 2.75 4.32
Pd 0.98 3.02 6.54
P 2.69 2.00 7.59
C 2.17 0.34 8.13
C 2.02 -0.66 7.16
C 1.52 -1.92 7.52
C 1.15 -2.18 8.84
C 1.35 -1.19 9.81
C 1.87 0.06 9.47
C 4.14 1.61 6.57
C 4.97 0.53 6.92
C 6.09 0.25 6.14
C 6.41 1.04 5.03
C 5.59 2.12 4.69
C 4.46 2.41 5.46
C 3.31 2.86 9.06
C 4.68 2.89 9.36
C 5.13 3.62 10.47
C 4.23 4.34 11.27
C 2.86 4.30 10.97
C 2.40 3.54 9.89
P 1.40 5.05 5.66
C 0.10 6.18 6.24
C 0.39 7.26 7.09
C -0.66 8.00 7.65
C -2.00 7.69 7.37
C -2.28 6.67 6.45
C -1.24 5.94 5.87
C 3.06 5.76 5.84
C 3.80 6.17 4.71
C 5.16 6.47 4.85
C 5.78 6.48 6.11
C 5.02 6.14 7.24
C 3.68 5.81 7.10
C 1.11 5.00 3.88
C 0.48 6.06 3.21
C 0.36 6.03 1.82
C 0.95 5.00 1.08
C 1.59 3.95 1.75
C 1.63 3.93 3.15
C -1.41 1.48 8.91
H -1.66 2.90 12.04
H -1.54 4.82 8.15
H -1.61 3.42 6.14
H -0.51 0.56 6.59
H -0.87 0.18 4.18
H -0.88 1.50 2.00
H -3.65 4.82 1.64
H -3.52 2.53 5.30
H 2.32 -0.47 6.13
H 1.44 -2.69 6.75
H 0.75 -3.16 9.13
H 1.12 -1.41 10.86
H 2.06 0.80 10.25
H 4.74 -0.08 7.80
H 6.73 -0.59 6.43
H 7.30 0.82 4.43
H 5.81 2.75 3.83
H 3.84 3.28 5.22
H 5.39 2.34 8.75
H 6.19 3.60 10.71
H 4.59 4.91 12.13
H 2.15 4.84 11.60
H 1.33 3.50 9.67
H 1.43 7.53 7.30
H -0.43 8.82 8.32
H -2.81 8.24 7.84
H -3.31 6.44 6.16
H -1.47 5.18 5.12
H 3.33 6.25 3.73
H 5.74 6.72 3.96
H 6.83 6.75 6.22
H 5.48 6.15 8.23
H 3.09 5.57 7.99
H 0.08 6.92 3.76
H -0.17 6.83 1.31
H 0.92 5.00 -0.01
H 2.06 3.12 1.21
H 2.05 3.06 3.66
H -1.33 0.49 8.46
```

Computed properties:
* charge: -2
* maximum force: 2.27 eV/A
* energy: -3421.36601 a.u.
* highest occupied orbital energy: -0.03819 hartree

No. 3
Entry from the OMol25 dataset: C6H16CsO6S2 as an isolated structure (the ωB97M-V functional and the def2-TZVPD basis).

```
31
C6H16CsO6S2 the ωB97M-V functional and the def2-TZVPD basis
Cs 0.36 2.07 3.09
O 0.00 -3.14 4.51
S -0.65 -2.20 3.57
O -0.18 -0.86 3.20
O -1.24 -3.03 2.26
C -1.55 -2.26 1.17
C -1.93 -3.22 0.02
C -2.26 -1.91 4.30
H -0.74 -1.63 0.83
H -2.40 -1.61 1.38
H -2.77 -3.83 0.38
H -1.07 -3.80 -0.31
H -2.30 -2.59 -0.79
H -2.66 -2.91 4.42
H -2.82 -1.30 3.60
H -2.23 -1.52 5.32
O 0.48 2.15 0.17
S 0.81 1.61 -1.09
O -0.17 0.76 -1.81
O 1.27 2.82 -2.08
C 1.26 2.63 -3.48
C 1.85 3.90 -4.07
C 2.46 0.86 -1.07
H 0.29 2.39 -3.91
H 1.93 1.79 -3.70
H 2.88 4.08 -3.74
H 1.25 4.77 -3.83
H 1.85 3.79 -5.15
H 2.40 -0.09 -0.53
H 3.08 1.62 -0.58
H 2.82 0.67 -2.08
```

Computed properties:
* charge: +1
* maximum force: 5.32 eV/A
* energy: -1505.93410 a.u.
* highest occupied orbital energy: -0.51475 hartree

No. 4
Entry from the OMol25 dataset: C22H25Cl5O3OsS as an isolated structure (the ωB97M-V functional and the def2-TZVPD basis).

```
57
C22H25Cl5O3OsS the ωB97M-V functional and the def2-TZVPD basis
Os 0.47 -1.98 0.28
Cl 2.59 -1.47 3.30
C 1.49 -2.77 3.15
C 0.79 -2.96 1.95
C -0.04 -4.06 1.86
Cl -0.74 -4.17 0.22
C -0.34 -4.93 2.87
Cl -1.44 -6.21 2.66
C 0.35 -4.70 4.08
Cl 0.07 -5.75 5.38
C 1.26 -3.64 4.21
Cl 2.08 -3.41 5.69
C 3.29 4.37 -3.82
C 2.94 3.17 -3.00
C 2.73 1.94 -3.62
C 2.39 0.80 -2.91
C 2.27 -0.47 -3.69
C 2.25 0.92 -1.48
C 2.54 2.16 -0.83
C 2.63 2.37 0.66
C 2.86 3.25 -1.61
C 1.76 -0.18 -0.73
O 1.41 -1.37 -1.27
O 1.51 -0.25 0.53
H 4.23 4.20 -4.35
H 3.40 5.26 -3.21
H 2.52 4.55 -4.57
H 2.84 1.87 -4.69
H 2.33 -0.24 -4.76
H 1.35 -1.02 -3.52
H 3.11 -1.14 -3.45
H 3.68 2.28 0.95
H 2.07 1.67 1.27
H 2.31 3.38 0.91
H 3.07 4.19 -1.13
C -3.74 1.92 -2.01
C -3.38 1.05 -0.81
C -1.99 1.41 -0.33
S -1.29 0.49 1.05
O -1.15 -0.97 0.34
C -2.65 0.23 2.21
C -3.62 -0.92 1.93
C -3.19 -2.22 2.60
H -4.76 1.72 -2.33
H -3.07 1.71 -2.86
H -3.66 2.98 -1.78
H -3.42 0.00 -1.08
H -4.11 1.22 -0.01
H -1.90 2.45 0.00
H -1.23 1.27 -1.11
H -3.13 1.21 2.20
H -2.16 0.12 3.18
H -3.76 -1.06 0.86
H -4.59 -0.60 2.32
H -2.22 -2.56 2.23
H -3.92 -3.00 2.40
H -3.11 -2.09 3.68
```

Computed properties:
* charge: +2
* maximum force: 1.52 eV/A
* energy: -3868.22682 a.u.
* highest occupied orbital energy: -0.53422 hartree

No. 5
Entry from the OMol25 dataset: C5H6O2 as an isolated structure (the ωB97M-V functional and the def2-TZVPD basis).

```
13
C5H6O2 the ωB97M-V functional and the def2-TZVPD basis
O -2.29 -0.80 -0.57
C -1.85 -0.05 0.26
C -0.63 0.83 0.03
O 0.21 0.91 1.20
C 1.31 0.43 0.43
C 0.96 -0.98 -0.20
C 0.51 0.27 -0.82
H -2.33 0.07 1.25
H -0.97 1.82 -0.30
H 2.20 0.00 0.82
H 1.80 -1.45 -0.71
H 0.34 -1.63 0.41
H 0.72 0.55 -1.84
```

Computed properties:
* maximum force: 2.36 eV/A
* energy: -344.45915 a.u.
* highest occupied orbital energy: -0.32483 hartree

No. 6
Entry from the OMol25 dataset: C3H4FNO as an isolated structure (the ωB97M-V functional and the def2-TZVPD basis).

```
10
C3H4FNO the ωB97M-V functional and the def2-TZVPD basis
C 0.75 -0.30 -0.82
C 1.61 -0.03 0.17
C -0.31 0.41 -0.05
N -1.35 -0.51 0.49
O 0.72 0.81 0.89
F -0.86 1.57 -0.44
H 0.58 -1.14 -1.45
H 2.66 -0.04 0.60
H -2.04 0.08 1.01
H -1.75 -0.85 -0.38
```

Computed properties:
* maximum force: 2.53 eV/A
* energy: -346.49263 a.u.
* highest occupied orbital energy: -0.34778 hartree

No. 7
Entry from the OMol25 dataset: C25H66NbO15P2 as an isolated structure (the ωB97M-V functional and the def2-TZVPD basis).

```
109
C25H66NbO15P2 the ωB97M-V functional and the def2-TZVPD basis
C -0.69 -0.08 1.14
Nb -0.08 0.49 -0.98
C 0.34 1.36 -3.03
C -0.55 1.00 -4.26
C -1.87 0.26 -4.00
C -2.71 0.09 -5.26
O -3.76 -0.52 -5.25
O -2.26 0.65 -6.41
P 2.28 -0.57 -0.70
P 2.75 -1.89 -2.33
O 4.11 -2.44 -2.18
O 2.63 -1.06 -3.72
O 1.67 -3.11 -2.50
H -0.06 -0.86 1.57
H -1.73 -0.42 1.06
H -0.73 0.81 1.77
H 0.67 2.03 -0.27
H -1.76 1.21 -1.10
H -0.61 -1.15 -1.61
H 0.28 2.44 -2.91
H 1.39 1.15 -3.25
H 0.05 0.41 -4.97
H -0.80 1.92 -4.79
H -2.50 0.77 -3.28
H -1.67 -0.76 -3.68
H -3.00 0.60 -7.02
H 2.16 -1.49 0.36
H 1.89 -1.33 -4.28
H 1.47 -3.28 -3.43
C 1.29 -3.10 3.02
O 1.88 -1.87 3.38
C 1.82 -1.60 4.77
C 3.14 -1.87 5.45
O 3.48 -3.25 5.42
C 4.42 -3.57 4.41
H 1.56 -3.32 1.99
H 1.64 -3.92 3.66
H 0.20 -3.03 3.09
H 1.02 -2.18 5.24
H 1.58 -0.54 4.89
H 3.07 -1.58 6.50
H 3.93 -1.28 4.98
H 5.42 -3.22 4.69
H 4.15 -3.14 3.44
H 4.45 -4.66 4.32
C -3.18 3.48 1.32
O -2.08 3.26 2.19
C -1.38 4.45 2.51
C -1.73 4.96 3.89
O -3.08 5.39 3.97
C -3.93 4.43 4.57
H -3.77 2.56 1.30
H -3.81 4.30 1.67
H -2.82 3.69 0.31
H -1.56 5.22 1.75
H -0.31 4.20 2.48
H -1.10 5.82 4.12
H -1.53 4.18 4.63
H -3.76 4.38 5.65
H -3.80 3.44 4.13
H -4.96 4.75 4.40
C 4.16 -3.38 -8.89
O 3.44 -2.30 -9.47
C 2.09 -2.23 -9.04
C 1.89 -1.19 -7.96
O 2.56 -1.54 -6.77
C 3.78 -0.84 -6.57
H 5.21 -3.22 -9.11
H 4.02 -3.42 -7.81
H 3.84 -4.33 -9.33
H 1.75 -3.21 -8.69
H 1.49 -1.96 -9.92
H 0.82 -1.13 -7.73
H 2.22 -0.21 -8.32
H 3.59 0.20 -6.30
H 4.41 -0.87 -7.47
H 4.31 -1.32 -5.75
C -4.63 4.36 -6.39
O -5.80 3.62 -6.07
C -5.61 2.69 -5.02
C -6.14 3.21 -3.70
O -5.42 4.35 -3.25
C -6.08 5.57 -3.50
H -4.92 5.18 -7.05
H -4.16 4.77 -5.49
H -3.91 3.72 -6.91
H -4.55 2.44 -4.92
H -6.14 1.78 -5.28
H -6.04 2.43 -2.95
H -7.21 3.45 -3.80
H -6.94 5.70 -2.82
H -6.43 5.64 -4.53
H -5.37 6.37 -3.31
C 3.03 -4.40 8.34
O 3.50 -4.70 9.65
C 4.07 -3.58 10.30
C 3.12 -2.95 11.29
O 1.99 -2.37 10.65
C 0.83 -3.18 10.70
H 2.43 -5.25 8.01
H 2.42 -3.50 8.32
H 3.87 -4.28 7.65
H 4.40 -2.83 9.57
H 4.95 -3.93 10.85
H 3.63 -2.15 11.83
H 2.79 -3.69 12.03
H 0.40 -3.18 11.71
H 1.04 -4.21 10.40
H 0.10 -2.75 10.01
```

Computed properties:
* charge: -1
* maximum force: 1.52 eV/A
* energy: -2860.11337 a.u.
* highest occupied orbital energy: -0.17132 hartree

No. 8
Entry from the OMol25 dataset: an isolated molecule of C5H9NO (the ωB97M-V functional and the def2-TZVPD basis).

```
16
C5H9NO the ωB97M-V functional and the def2-TZVPD basis
C -1.20 0.04 1.36
C -1.15 0.00 -0.15
N -1.02 1.33 -0.76
C 0.09 0.39 -0.88
C 1.43 0.37 -0.14
C 1.65 -1.13 -0.21
O 2.06 -1.72 -1.18
H -0.78 0.99 1.71
H -2.23 -0.01 1.70
H -0.64 -0.79 1.82
H -1.78 -0.74 -0.63
H -1.51 1.34 -1.65
H 0.24 -0.02 -1.88
H 1.37 0.69 0.90
H 2.21 0.94 -0.65
H 1.26 -1.68 0.67
```

Computed properties:
* maximum force: 0.62 eV/A
* energy: -325.85151 a.u.
* SMILES string: C[C@H]1N[C@H]1CC=O
* highest occupied orbital energy: -0.35874 hartree